No. 1
ORCA calculation (wB97M-V/def2-TZVPD) on a gas-phase ion, C31H47BN2O4P (charge +1) in a non-equilibrium geometry.

Computed properties:
**LUMO**: -3.77 eV
**HOMO energy**: -10.371 eV
**HOMO-LUMO gap**: 0.243 hartree
**SMILES**: CCP(C)c1c(CCOCCOc2ccc(C(C)(C)CC(C)(C)C)cc2)c(N)cc2c(CB(O)O)[nH+]ccc12

The geometry in ORCA input format:
```
! RIJCOSX wB97M-V def2-TZVPD def2/J DEFGRID3
* xyz 1 1
H 1.0500 -0.0370 6.3351
H 2.4156 -4.8447 -5.6168
H 1.7144 -0.0674 -6.4437
H 2.2557 -4.2067 -7.2181
C -0.7758 -2.8997 1.6465
C 0.0680 2.0516 5.3044
H -5.8443 1.7129 3.3965
C -2.0821 -0.9342 4.4747
H -0.1741 6.2567 3.7413
N -0.5343 5.3135 3.7589
H 3.1472 -1.6823 -4.2596
C 2.5437 -2.4260 -4.7877
C -1.6098 5.0621 2.9655
C -1.5778 0.4713 4.4512
H 4.6898 -2.2117 -7.4511
H 2.0477 0.2795 -4.7367
H -1.7284 1.0643 -0.5064
C -1.4781 -3.3520 0.4001
C -3.2753 1.5153 0.9061
H -3.8704 0.8379 0.3005
H 1.1569 7.5774 4.5825
H 0.1105 -0.6579 -0.7390
O -1.9286 -2.2460 -0.3764
H 1.4412 -0.4518 -2.8160
H 0.9326 2.1989 5.9304
H 5.3973 -3.9598 -5.7616
H 2.7054 5.9771 7.1928
H 2.3266 -3.2002 -4.0556
P -3.6467 1.0559 2.6494
C -1.1476 -1.8942 3.7110
C -1.7983 1.2989 0.5493
C -1.6055 2.7824 3.7215
O -1.6343 -2.0311 2.3977
C 0.5957 -1.1218 -2.7740
C 0.0475 4.4119 4.5357
H -3.6055 2.5196 0.6351
H 3.7235 -0.9764 -6.7223
H 0.9490 -2.0806 -7.3081
H -2.3490 -3.5810 -2.6241
H -0.7780 -3.9602 -0.1705
H -0.5187 -1.8819 -6.3936
H -1.2273 2.1891 0.7979
C 2.9738 -4.3612 -6.4162
H 2.1420 4.7028 4.7467
H -0.5332 -3.7507 2.2863
O 1.8589 6.4399 7.2004
H 1.3725 4.0915 6.1699
H -4.5977 2.6183 4.2500
C -0.1457 -1.2376 -1.6091
C -4.9196 2.2640 3.2751
N 0.1233 -0.2815 6.0085
B 1.2438 6.2638 5.9904
H -1.4179 0.4312 1.0872
H 3.8032 -4.9731 -6.7439
H 3.0154 -2.1385 -7.9035
H -0.1383 -1.4773 3.6846
C 3.4426 -2.9795 -5.9042
C -0.7685 -2.7519 -3.8331
C 1.2350 4.7855 5.3567
H -0.4556 -0.4543 6.8252
H -5.0860 3.0885 2.5852
H 0.1524 -2.3607 1.4326
H -1.1573 -2.8487 4.2382
C 4.8255 -3.2051 -5.2327
C -1.5273 -2.8834 -2.6730
C 3.6919 -2.0057 -7.0648
C -1.2064 -2.1267 -1.5658
C -2.1524 1.4673 3.6780
C 0.4801 -2.3179 -6.3614
H 0.3852 0.2607 -5.3887
H -2.0124 5.8695 2.3810
H -1.0494 -3.3835 -4.6596
H 0.3334 -3.3849 -6.2323
H 4.6573 -3.5915 -4.2256
C 1.2093 -1.7137 -5.1539
C -2.1562 3.8239 2.9310
H -3.0699 -1.0155 4.0425
O 0.6638 7.3689 5.3850
C 0.3054 -1.8742 -3.9157
C -0.4855 3.0988 4.5354
C -0.4486 0.7899 5.2649
C 1.3656 -0.2077 -5.4246
H -2.1582 -1.2657 5.5078
H -2.9945 3.6297 2.2882
H -2.3073 -4.0012 0.6759
H 5.3793 -2.2742 -5.1413
*
```

Results of the Mulliken charge analysis, in e, for atoms 1 through 8: number 1, H, carries 0.2493; number 2, H, carries 0.3235; number 3, H, carries 0.5385; number 4, H, carries 0.3194; number 5, C, carries -0.4867; number 6, C, carries -0.9408; number 7, H, carries 0.4425; number 8, C, carries -1.7280

***

No. 2
ORCA calculation (wB97M-V/def2-TZVPD) on a molecular structure, C31H47BrN2P2Tc in a non-equilibrium geometry.

Computed properties:
**LUMO (alpha / beta)**: -12.80 / -15.40 eV
**HOMO energy (alpha / beta)**: -19.197 / -19.910 eV
**Expectation value of S²**: 3.81
**HOMO-LUMO gap (alpha / beta)**: 0.235 / 0.166 hartree

The geometry in ORCA input format:
```
! RIJCOSX wB97M-V def2-TZVPD def2/J DEFGRID3
* xyz 4 4
P 1.9635 -0.2713 0.2646
C 3.9099 -1.4041 -1.7549
C -0.4853 1.9610 3.7915
C 3.0035 1.2189 0.5638
H 1.2257 -0.4603 2.6547
H -0.3082 3.5416 -0.3605
C 2.5476 -0.7690 -1.4871
C 3.0879 -1.4616 2.9957
H 1.7555 -1.4344 -1.8740
C 4.4784 1.2299 0.1348
H 1.6880 1.5169 -3.5120
C 1.7407 2.2786 -2.7433
H 2.9719 1.2703 1.6574
C -3.9767 1.6229 -3.5587
H -2.2705 0.2875 -3.3711
C -0.5730 -2.4546 -3.5448
H 2.4615 0.1390 -2.1080
H 4.0932 -2.2863 -1.1306
P -0.8948 -2.2511 -0.7066
H -3.2190 -0.9647 0.5899
C -2.6914 -2.3427 -1.0735
H -0.0160 2.8633 4.1629
H -2.8953 -3.4002 -1.3086
H -1.3804 2.0257 -0.0841
H -0.5079 2.0251 6.4416
H -2.2429 -0.8079 4.6945
H -1.0376 -5.4396 1.3729
N -4.8288 2.4578 -2.9692
C 2.7764 3.2089 -2.6698
H 2.5236 2.1371 0.1886
H -5.4551 3.3733 -1.1930
H 4.7395 -0.6991 -1.6302
C 2.7910 4.1364 -1.6186
Br 4.2544 5.1972 -1.3663
H 0.9080 -3.0707 -2.0809
H 3.5384 3.1582 -3.4343
H 0.1038 -2.8236 -4.3277
H -4.0895 1.4543 -4.6389
H -2.4735 -4.4501 1.0787
H 0.1450 2.3397 1.7386
H -0.5209 -2.9702 1.5579
C -1.3045 1.3707 6.0953
H -3.7008 2.2397 0.2049
C -0.1971 1.0339 -1.6839
C -1.4798 -4.7041 0.6851
H -1.2747 0.4508 6.6912
H -0.2781 0.5836 -2.6879
C -4.7367 2.6818 -1.6520
H -1.6268 -5.2053 -0.2797
H 3.7111 -0.6035 3.2782
H 5.0855 0.5591 0.7544
C -0.1836 -3.0597 -2.1985
C -3.7578 2.0669 -0.8747
C 0.7507 2.2362 -1.7456
C 1.9132 -1.1122 2.0916
H -1.5940 -2.7398 -3.8221
C -1.4231 1.2459 -0.8530
H 4.6341 0.9686 -0.9143
C -1.5602 -0.3317 2.7292
C 0.6005 3.3656 -0.9246
H 2.7007 -1.8876 3.9381
H 0.4845 -3.8369 0.4051
H 1.3506 -2.0235 1.8559
H -1.9558 -1.2501 2.2773
H -0.5114 -1.3598 -3.5690
H 1.5435 5.0981 -0.0963
H 3.7457 -2.2290 2.5657
H -2.2568 1.8621 6.3199
H 4.8800 2.2449 0.2639
C -0.5441 -3.4900 0.5903
H -2.8411 -1.7596 -1.9958
H 3.9119 -1.7175 -2.8097
H -0.5052 -4.1100 -2.1461
C -2.9394 0.9617 -2.8565
C -1.1686 1.0783 4.6426
C -1.7100 -0.0695 4.0835
C 1.6471 4.2916 -0.8008
C -3.6145 -1.8184 0.0231
H -4.5429 -1.4630 -0.4413
C -0.3779 1.6621 2.4261
H -3.8657 -2.5998 0.7505
Tc -0.2223 -0.1384 -0.0511
C -2.7551 1.3197 -1.5069
N -0.8718 0.5064 1.8965
*
```

Results of the Mulliken charge analysis, in e, for atoms 1 through 8: number 1, P, carries 1.3481; number 2, C, carries -1.3291; number 3, C, carries -0.9649; number 4, C, carries 0.5611; number 5, H, carries 0.1700; number 6, H, carries 0.6256; number 7, C, carries 0.4273; number 8, C, carries -1.4258

***

ΔE to the lowest compared entry with this formula, charge and spin readings, ordered: 0.000, 1.176 eV
Electronic energy readings, ordered: -1985.98211, -4654.76910 hartree